No. 1
DFT (the ωB97M-V functional and the def2-TZVPD basis) results for a cluster of 12 separate species, C35H100N6O12 in total at a distorted geometry.

Geometry (Å):
C -3.87 0.42 -0.45
O -3.28 -0.79 -0.78
C -3.97 -1.46 -1.83
C -3.04 -2.59 -2.33
C -3.81 -3.37 -3.36
N -2.62 -3.44 -1.27
H -3.94 1.03 -1.33
H -3.29 1.01 0.23
H -4.91 0.30 -0.01
H -5.01 -1.81 -1.60
H -3.99 -0.77 -2.64
H -2.14 -2.13 -2.76
H -4.83 -3.65 -3.05
H -3.18 -4.30 -3.58
H -3.84 -2.83 -4.31
H -2.57 -3.03 -0.32
H -3.30 -4.16 -1.01
C 4.43 0.97 3.47
O 3.03 1.06 3.60
C 2.57 0.65 4.88
C 1.12 0.82 5.10
C 0.86 0.45 6.52
N 0.29 -0.08 4.35
H 4.88 1.52 4.31
H 4.78 1.43 2.58
H 4.78 -0.07 3.50
H 2.71 -0.46 4.94
H 3.18 1.13 5.67
H 0.86 1.85 5.06
H 1.14 -0.58 6.72
H -0.20 0.51 6.71
H 1.27 1.16 7.20
H 0.30 0.23 3.38
H -0.70 0.01 4.66
C -1.04 -4.79 5.92
O -1.68 -5.05 4.67
C -2.62 -3.97 4.34
C -3.22 -4.32 3.01
C -4.04 -5.57 3.00
N -2.17 -4.28 1.96
H -0.55 -3.82 5.90
H -0.34 -5.59 6.09
H -1.85 -4.72 6.69
H -3.35 -3.88 5.18
H -2.12 -2.99 4.35
H -3.81 -3.41 2.80
H -4.52 -5.66 2.01
H -4.75 -5.60 3.87
H -3.37 -6.42 3.03
H -1.48 -5.00 2.07
H -1.67 -3.41 1.81
C -0.51 -0.24 -5.92
O -0.02 0.51 -4.85
C 0.51 -0.38 -3.86
C 1.96 -0.85 -4.22
C 2.46 -1.85 -3.16
N 2.88 0.29 -4.34
H -0.54 0.39 -6.82
H -1.54 -0.60 -5.79
H 0.08 -1.09 -6.14
H 0.58 0.12 -2.91
H -0.11 -1.25 -3.69
H 1.90 -1.34 -5.21
H 2.53 -1.27 -2.18
H 3.42 -2.34 -3.51
H 1.75 -2.67 -2.98
H 2.52 1.10 -4.87
H 3.25 0.45 -3.36
C 2.58 3.10 -2.19
O 2.86 3.21 -3.57
C 2.62 4.42 -4.27
C 2.03 4.01 -5.59
C 1.90 5.24 -6.49
N 0.73 3.48 -5.50
H 3.26 3.72 -1.58
H 2.65 2.06 -1.92
H 1.55 3.42 -1.93
H 1.93 5.07 -3.67
H 3.52 5.00 -4.33
H 2.77 3.25 -6.00
H 1.63 4.91 -7.52
H 2.84 5.83 -6.60
H 1.10 5.88 -6.06
H 0.73 2.48 -5.54
H 0.11 3.92 -6.15
C -3.68 5.53 0.36
O -2.71 5.40 -0.68
C -2.68 4.05 -1.08
C -1.92 3.93 -2.39
C -2.52 4.70 -3.55
N -1.88 2.48 -2.75
H -3.77 6.56 0.69
H -3.34 4.92 1.22
H -4.70 5.24 0.00
H -2.18 3.46 -0.26
H -3.62 3.60 -1.19
H -0.91 4.44 -2.25
H -1.97 4.52 -4.51
H -2.56 5.76 -3.29
H -3.55 4.41 -3.71
H -1.29 2.46 -3.59
H -1.42 1.94 -1.98
C 6.59 -1.44 -0.25
C 5.25 -0.82 -0.38
O 5.37 0.60 -0.65
H 7.21 -0.96 0.56
H 7.07 -1.16 -1.21
H 6.64 -2.49 -0.06
H 4.61 -0.87 0.51
H 4.79 -1.21 -1.27
H 5.91 0.62 -1.46
C 1.04 3.74 1.99
C 0.21 3.19 0.83
O -0.68 2.25 1.45
H 1.59 3.03 2.67
H 0.38 4.18 2.69
H 1.76 4.49 1.70
H 0.79 2.59 0.13
H -0.30 4.06 0.37
H -0.29 1.38 1.46
C -3.21 0.17 3.43
C -3.55 1.65 3.50
O -2.33 2.43 3.78
H -2.73 -0.22 4.33
H -2.55 0.08 2.56
H -4.02 -0.48 3.27
H -4.27 2.03 4.28
H -3.97 1.98 2.52
H -1.64 2.32 3.07
C 3.50 -2.91 3.96
C 2.10 -3.15 4.54
O 1.10 -2.73 3.70
H 3.58 -1.92 3.57
H 3.63 -3.67 3.20
H 4.26 -3.20 4.74
H 2.11 -2.58 5.44
H 2.00 -4.22 4.77
H 0.86 -1.77 3.90
C -0.17 -1.05 -0.28
C 1.10 -1.02 0.61
O 1.06 0.11 1.49
H -0.24 -2.04 -0.72
H -0.15 -0.22 -0.98
H -1.02 -0.83 0.34
H 2.02 -1.03 0.01
H 1.16 -1.84 1.27
H 1.90 0.31 1.92
C -0.01 -5.09 -3.37
O 0.06 -4.12 -2.36
H -0.71 -4.82 -4.26
H 1.00 -5.20 -3.74
H -0.44 -6.03 -3.03
H -0.78 -4.03 -1.82

Values from the calculation:
Charge ... 0
Relative energy (zero: lowest compared OMol25 entry of this formula, charge and spin) ... 204.2 kJ/mol
LUMO energy ... 0.701 eV
Kohn-Sham gap ... 9.3 eV
Calculated total energy ... -2624.69849 hartree
Structure (SMILES) ... COC[C@H](C)N.COC[C@H](C)N.COC[C@H](C)N.COC[C@H](C)N.COC[C@H](C)N.COC[C@H](C)N.CCO.CCO.CCO.CCO.CCO.CO


No. 2
DFT (the ωB97M-V functional and the def2-TZVPD basis) results for a structure of composition C19H23N5O6S2W at a distorted geometry.

Geometry (Å):
W -0.24 -0.44 0.24
N 1.48 1.37 4.34
C 1.40 1.41 2.84
C 2.73 0.99 2.24
C 2.77 1.10 0.71
N 1.99 0.02 0.03
C 2.27 2.46 0.24
C 0.91 2.82 0.83
N -0.14 1.90 0.29
C 0.95 2.79 2.36
H 1.67 0.41 4.66
H 0.61 1.67 4.78
H 2.23 1.97 4.69
H 0.64 0.68 2.58
H 2.96 -0.04 2.54
H 3.53 1.64 2.62
H 3.81 0.99 0.42
H 2.31 -0.90 0.36
H 2.23 0.05 -0.96
H 2.21 2.48 -0.85
H 2.99 3.23 0.52
H 0.65 3.84 0.53
H -0.22 2.08 -0.71
H -1.05 2.17 0.66
H -0.03 3.04 2.76
H 1.65 3.56 2.69
S -2.55 -0.10 0.12
C -3.05 -0.05 1.81
C -4.27 0.52 2.16
C -4.70 0.47 3.47
C -3.92 -0.14 4.45
C -2.70 -0.69 4.11
C -2.25 -0.64 2.79
S -0.73 -1.42 2.34
H -4.89 0.97 1.39
H -5.66 0.91 3.73
H -4.27 -0.20 5.47
H -2.09 -1.19 4.86
O 1.50 -2.61 0.83
C 0.65 -3.08 0.06
O -0.11 -2.26 -0.62
C 0.36 -4.52 -0.07
C -0.89 -4.90 -0.56
C -1.21 -6.24 -0.62
C -0.32 -7.22 -0.23
C 0.91 -6.82 0.25
C 1.27 -5.49 0.35
N 1.88 -7.85 0.69
O 1.54 -9.00 0.58
O 2.94 -7.44 1.12
N -2.56 -6.62 -1.09
O -2.75 -7.79 -1.30
O -3.36 -5.72 -1.26
H -1.61 -4.16 -0.88
H -0.58 -8.27 -0.29
H 2.24 -5.21 0.74

Values from the calculation:
Charge ... +2
Relative energy (zero: lowest compared OMol25 entry of this formula, charge and spin) ... 126.0 kJ/mol
LUMO energy (alpha / beta) ... -7.330 / -7.113 eV
Kohn-Sham gap (alpha / beta) ... 6.7 / 7.2 eV
Calculated total energy ... -2325.84402 hartree
2S+1 ... 3


No. 3
DFT (the ωB97M-V functional and the def2-TZVPD basis) results for a structure of composition C14H48O17 at a distorted geometry.

Geometry (Å):
O -0.25 0.58 -1.67
H 0.41 1.27 -1.72
H -1.08 1.04 -1.70
O -0.07 -0.35 0.61
H 0.06 0.16 -0.19
H 0.00 -1.26 0.33
O -1.53 -1.82 1.94
H -0.92 -1.76 1.20
H -2.37 -1.55 1.58
C 2.60 -2.08 -0.43
C 3.82 -1.50 0.19
O 4.99 -1.87 -0.57
O 1.46 -1.31 0.09
H 2.47 -3.13 -0.19
H 2.43 -2.07 -1.50
H 3.91 -1.96 1.17
H 3.79 -0.42 0.32
H 5.79 -1.50 -0.19
H 0.74 -1.51 -0.51
C 0.20 -4.15 -0.54
C 0.24 -2.79 -1.22
O -0.45 -1.75 -0.47
O 1.18 -4.34 0.47
H 0.42 -4.93 -1.27
H -0.76 -4.42 -0.09
H -0.20 -2.75 -2.21
H 1.32 -2.70 -1.38
H -1.14 -2.24 -0.02
H 1.16 -5.25 0.75
C 0.74 0.60 3.67
C 1.38 0.67 2.24
O 2.74 0.75 2.21
O 1.53 -0.36 4.47
H -0.33 0.39 3.76
H 1.01 1.52 4.18
H 1.07 1.54 1.67
H 1.15 -0.21 1.63
H 3.17 0.61 3.05
H 0.98 -1.10 4.75
C -3.00 1.38 2.19
C -2.75 0.22 1.11
O -3.30 -1.06 1.40
O -4.39 1.69 2.17
H -2.35 2.24 2.07
H -2.88 0.86 3.13
H -1.70 0.06 0.89
H -3.15 0.51 0.13
H -4.21 -1.01 1.69
H -4.54 2.25 2.94
C -3.05 0.92 -2.41
C -2.39 -0.38 -2.81
O -2.13 -1.34 -1.65
O -2.21 1.76 -1.57
H -3.82 0.43 -1.81
H -3.25 1.50 -3.30
H -1.59 -0.19 -3.52
H -3.10 -0.86 -3.49
H -1.30 -1.03 -1.27
H -2.76 2.42 -1.14
C -0.03 2.59 1.00
C -0.38 3.46 -0.21
O -1.82 3.36 -0.53
O -0.79 3.18 2.11
H 1.03 2.61 1.23
H -0.33 1.54 0.95
H 0.27 3.23 -1.05
H -0.17 4.50 0.02
H -1.94 4.00 -1.23
H -1.43 3.70 1.62
C 2.60 0.08 -2.30
C 2.31 1.58 -2.72
O 1.39 2.24 -1.85
O 1.39 -0.67 -2.19
H 3.21 -0.10 -1.42
H 3.27 -0.31 -3.06
H 1.91 1.64 -3.73
H 3.18 2.23 -2.70
H 1.85 2.94 -1.38
H 0.69 -0.20 -1.73

Values from the calculation:
Charge ... 0
Relative energy (zero: lowest compared OMol25 entry of this formula, charge and spin) ... 2756.3 kJ/mol
LUMO energy ... 0.022 eV
Kohn-Sham gap ... 7.1 eV
Calculated total energy ... -1840.21689 hartree